No. 1
{
  "formula": "C3H5NO2",
  "method": "ωB97M-V/def2-TZVPD",
  "orbital_gap_ev": 8.6,
  "energy_ha": -322.47076,
  "lumo_energy_ev": 0.8,
  "charge": 0,
  "multiplicity": 1,
  "smiles": "COC(N)=C=O",
  "elements": ["C", "O", "C", "N", "C", "O", "H", "H", "H", "H", "H"],
  "coordinates": [[-1.578, 0.740, 0.056], [-0.210, 0.950, 0.322], [0.593, -0.137, 0.111], [1.944, 0.085, 0.436], [0.210, -1.279, -0.448], [-0.022, -2.398, -0.759], [-2.000, -0.019, 0.731], [-2.077, 1.697, 0.224], [-1.742, 0.423, -0.986], [2.468, -0.780, 0.515], [2.413, 0.719, -0.202]]
}

No. 2
{
  "formula": "C23H43ClN5O3SSi3Sn",
  "method": "ωB97M-V/def2-TZVPD",
  "orbital_gap_ev": 5.5,
  "energy_ha": -3343.07359,
  "lumo_energy_ev": 2.2,
  "charge": -1,
  "multiplicity": 1,
  "elements": ["Sn", "C", "O", "Si", "C", "C", "C", "Si", "C", "C", "C", "Si", "C", "C", "C", "H", "H", "H", "H", "H", "H", "H", "H", "H", "H", "H", "H", "H", "H", "H", "H", "H", "H", "H", "H", "H", "H", "H", "H", "H", "H", "H", "N", "N", "C", "N", "S", "H", "H", "H", "H", "H", "C", "N", "C", "C", "C", "O", "N", "C", "O", "H", "H", "H", "H", "H", "Cl", "C", "C", "C", "C", "C", "C", "C", "H", "H", "H", "H", "H", "H"],
  "coordinates": [[-0.250, 0.583, 1.015], [-1.416, -0.684, -3.105], [-0.439, -0.107, -2.254], [1.218, -0.140, -2.571], [1.669, -1.966, -2.662], [1.393, 0.421, -4.370], [1.939, 0.910, -1.316], [1.736, 2.655, -1.748], [-0.035, 3.052, -2.275], [2.842, 3.318, -3.139], [2.056, 3.799, -0.284], [3.516, 0.534, -0.543], [3.545, 0.945, 1.314], [5.037, 1.462, -1.179], [4.070, -1.285, -0.637], [-1.271, -0.403, -4.158], [-2.402, -0.337, -2.798], [-1.410, -1.783, -3.050], [1.181, -2.414, -3.537], [1.327, -2.516, -1.768], [2.751, -2.117, -2.767], [0.829, -0.224, -5.058], [2.450, 0.389, -4.670], [1.040, 1.454, -4.509], [-0.393, 2.345, -3.036], [-0.117, 4.069, -2.679], [-0.717, 2.963, -1.417], [3.102, 2.518, -3.845], [3.785, 3.725, -2.740], [2.338, 4.117, -3.703], [1.199, 3.743, 0.406], [2.174, 4.844, -0.602], [2.956, 3.504, 0.276], [3.711, 2.021, 1.471], [4.347, 0.408, 1.840], [2.599, 0.705, 1.817], [4.948, 2.541, -0.972], [5.165, 1.341, -2.265], [5.945, 1.095, -0.678], [3.237, -2.000, -0.644], [4.734, -1.529, 0.204], [4.635, -1.456, -1.565], [1.185, -2.059, 1.352], [1.028, -2.772, 2.532], [0.098, -2.403, 3.438], [-0.069, -3.328, 4.426], [-0.813, -1.005, 3.440], [0.655, -2.514, 0.613], [2.167, -2.003, 1.128], [1.223, -3.757, 2.489], [0.682, -3.973, 4.612], [-0.574, -2.998, 5.228], [-2.976, -4.715, -1.387], [-2.909, -3.375, -0.811], [-3.992, -2.541, -0.891], [-3.974, -1.290, -0.407], [-2.738, -0.822, 0.199], [-2.624, 0.370, 0.620], [-1.701, -1.676, 0.312], [-1.725, -2.938, -0.169], [-0.767, -3.732, -0.083], [-3.711, -5.330, -0.865], [-2.000, -5.165, -1.281], [-3.240, -4.665, -2.444], [-4.860, -2.960, -1.383], [-4.831, -0.632, -0.479], [4.025, 2.878, 6.528], [2.669, 2.774, 5.418], [2.677, 3.506, 4.244], [1.613, 3.397, 3.357], [0.514, 2.554, 3.599], [-0.578, 2.386, 2.619], [0.533, 1.863, 4.826], [1.592, 1.959, 5.719], [3.514, 4.158, 4.023], [1.641, 3.974, 2.439], [-0.742, 3.271, 2.006], [-1.515, 2.084, 3.089], [-0.310, 1.238, 5.082], [1.575, 1.412, 6.653]]
}

No. 3
{
  "formula": "C42H36BrF10N4O7PS3Sn",
  "method": "ωB97M-V/def2-TZVPD",
  "orbital_gap_ev": [2.6, 2.9],
  "energy_ha": -7689.83643,
  "lumo_energy_ev": [-9.1, -9.0],
  "charge": 2,
  "multiplicity": 1,
  "elements": ["Sn", "C", "O", "C", "C", "C", "C", "C", "C", "N", "N", "C", "C", "C", "C", "O", "C", "N", "C", "C", "C", "C", "H", "H", "H", "H", "H", "H", "H", "H", "H", "H", "H", "H", "F", "C", "F", "F", "S", "O", "O", "N", "S", "O", "O", "C", "F", "F", "F", "F", "C", "C", "F", "C", "F", "C", "P", "C", "C", "C", "C", "C", "C", "C", "C", "C", "C", "C", "C", "C", "Br", "C", "F", "H", "H", "H", "H", "H", "H", "H", "H", "H", "H", "C", "C", "C", "S", "O", "C", "C", "C", "H", "H", "H", "H", "H", "H", "H", "H", "H", "H", "H", "H", "H", "H"],
  "coordinates": [[-1.054, -1.124, 0.829], [5.384, 10.685, -3.263], [5.142, 9.733, -4.318], [4.954, 8.430, -3.879], [4.792, 7.913, -2.615], [4.386, 6.580, -2.412], [4.021, 5.787, -3.499], [4.290, 6.280, -4.823], [4.732, 7.562, -5.015], [3.263, 4.613, -3.407], [2.592, 4.547, -2.334], [1.843, 3.369, -2.121], [1.256, 3.324, -0.834], [0.777, 2.127, -0.323], [0.577, 1.039, -1.216], [-0.274, 0.096, -0.904], [1.218, 1.029, -2.530], [1.360, -0.112, -3.156], [1.749, -0.138, -4.423], [2.165, 1.095, -5.050], [2.305, 2.230, -4.312], [1.748, 2.262, -2.973], [5.228, 11.663, -3.744], [6.407, 10.680, -2.820], [4.712, 10.680, -2.406], [4.964, 8.582, -1.713], [4.237, 6.273, -1.385], [4.166, 5.560, -5.643], [4.674, 8.066, -6.008], [1.168, 4.250, -0.224], [0.621, 2.028, 0.684], [1.689, -1.020, -5.018], [2.497, 1.085, -6.069], [2.668, 3.171, -4.670], [-4.421, 2.139, 0.692], [-4.234, 2.472, 1.966], [-4.023, 3.761, 2.015], [-5.347, 2.110, 2.658], [-2.745, 1.390, 2.651], [-1.886, 2.306, 3.433], [-2.190, 0.664, 1.468], [-3.605, 0.467, 3.636], [-3.416, -1.110, 3.676], [-2.243, -1.633, 2.974], [-4.712, -1.742, 3.576], [-2.930, -1.321, 5.429], [-3.997, -1.090, 6.282], [-2.472, -2.579, 5.691], [-1.863, -0.505, 5.790], [0.841, -7.547, -2.772], [-0.119, -6.724, -2.331], [-0.995, -7.236, -1.386], [-1.041, -8.578, -1.191], [-1.838, -6.250, -0.785], [-2.683, -6.701, 0.159], [-1.840, -4.923, -1.145], [-2.410, -3.579, -0.145], [-3.267, -4.296, 1.284], [-4.670, -4.199, 1.366], [-5.293, -4.692, 2.484], [-4.621, -5.413, 3.495], [-3.237, -5.617, 3.298], [-2.610, -5.018, 2.252], [-3.761, -2.827, -1.072], [-4.216, -3.478, -2.187], [-5.198, -2.807, -3.025], [-5.637, -1.547, -2.724], [-5.272, -1.008, -1.464], [-4.349, -1.659, -0.625], [-1.140, -4.523, -2.272], [-1.359, -2.807, -3.049], [-0.268, -5.433, -2.849], [0.267, -5.150, -4.076], [-5.350, -3.759, 0.635], [-6.375, -4.561, 2.433], [-5.122, -5.776, 4.364], [-2.642, -6.216, 3.988], [-1.509, -5.154, 2.132], [-3.887, -4.532, -2.465], [-5.419, -3.284, -3.941], [-6.213, -0.964, -3.465], [-5.797, -0.101, -1.204], [-3.950, -1.177, 0.272], [2.261, 1.635, 5.595], [2.345, 0.711, 4.364], [1.786, -0.664, 4.633], [1.363, -1.616, 3.152], [0.440, -0.607, 2.294], [2.974, -1.564, 2.302], [3.123, -2.438, 1.019], [4.481, -2.259, 0.248], [2.583, 2.667, 5.303], [2.962, 1.218, 6.351], [1.263, 1.698, 5.901], [3.350, 0.579, 4.038], [1.687, 1.175, 3.564], [0.817, -0.665, 5.152], [2.487, -1.266, 5.203], [3.780, -1.958, 2.930], [3.182, -0.462, 2.139], [2.389, -2.135, 0.263], [3.049, -3.494, 1.288], [4.541, -1.355, -0.395], [4.537, -3.105, -0.495], [5.405, -2.239, 0.817]]
}